No. 1
The following is a DFT calculation (the ωB97M-V functional and the def2-TZVPD basis) of a molecular structure, C22H42LaNP3SSe.

Results
M: 663.44 g/mol
orbital gap: 7.24 eV
LUMO energy: -9.465 eV
E: -4772.59998 a.u.
ΔE to the lowest compared entry with this formula, charge and spin: 0.0 kcal per mole

Geometry as ORCA input:
```
! RIJCOSX wB97M-V def2-TZVPD def2/J DEFGRID3
* xyz 3 1
La -0.488 0.080 0.136
P -3.328 -0.072 -0.232
P -0.045 -2.843 0.390
P -0.296 3.032 0.285
H 3.785 -0.918 -0.852
C 3.840 0.080 -0.391
C 3.482 0.318 0.882
H 3.194 -0.473 1.590
C -4.146 -0.161 -1.859
C -4.139 -1.463 0.625
C -4.252 1.305 0.529
C 1.660 -3.510 0.451
C -0.851 -3.851 1.695
C -0.691 -3.642 -1.132
C 1.354 3.834 0.316
C -1.188 4.020 1.552
C -1.001 3.731 -1.265
H 4.218 0.881 -1.040
H 3.446 1.336 1.291
H -5.231 -0.283 -1.725
H -3.721 -1.014 -2.405
H -3.923 0.750 -2.428
H -5.216 -1.445 0.415
H -3.960 -1.384 1.702
H -3.693 -2.396 0.268
H -5.322 1.186 0.322
H -3.880 2.245 0.109
H -4.069 1.311 1.607
H 1.746 -4.363 -0.236
H 1.892 -3.830 1.475
H 2.365 -2.719 0.163
H -1.019 -4.886 1.355
H -1.812 -3.386 1.959
H -0.207 -3.848 2.586
H -0.359 -4.689 -1.167
H -0.314 -3.088 -2.003
H -1.789 -3.592 -1.137
H 1.339 4.726 -0.325
H 2.106 3.119 -0.047
H 1.615 4.117 1.345
H -1.212 5.089 1.282
H -0.679 3.890 2.518
H -2.214 3.640 1.658
H -0.707 4.787 -1.355
H -2.096 3.643 -1.254
H -0.617 3.158 -2.121
C 1.330 0.073 -4.180
C 2.717 -0.130 -4.168
C 3.450 -0.040 -5.359
C 2.808 0.239 -6.574
C 1.432 0.509 -6.570
C 0.696 0.439 -5.381
Se 0.264 -0.191 -2.537
H 0.980 0.838 -1.568
H 3.218 -0.342 -3.222
H 4.532 -0.176 -5.349
H 3.376 0.271 -7.510
H 0.941 0.782 -7.503
H -0.366 0.681 -5.384
S -1.217 0.143 2.886
C 0.077 -0.184 3.955
N -0.117 -1.232 4.836
C 0.699 -1.484 5.909
C 1.800 -0.674 6.121
C 2.127 0.297 5.155
C 1.261 0.555 4.090
H -0.943 -1.813 4.685
H 0.386 -2.306 6.554
H 2.416 -0.822 7.013
H 3.064 0.855 5.247
H 1.496 1.288 3.319
*
```

=====

No. 2
The following is a DFT calculation (the ωB97M-V functional and the def2-TZVPD basis) of a single C5H6INO molecule.

Results
M: 223.01 g/mol
orbital gap: 9.02 eV
LUMO energy: 0.177 eV
E: -621.72686 a.u.
ΔE to the lowest compared entry with this formula, charge and spin: 48.9 kcal per mole

Geometry as ORCA input:
```
! RIJCOSX wB97M-V def2-TZVPD def2/J DEFGRID3
* xyz 0 1
C 0.378 -1.933 0.536
C 0.482 -0.568 0.055
C -0.807 0.183 -0.237
C -0.721 1.606 -0.602
C -0.850 2.712 0.079
O -0.981 3.712 0.699
N 1.530 0.075 -0.186
I 3.456 -0.549 -0.181
H 0.164 -1.867 1.527
H 1.211 -2.479 0.396
H -0.525 -2.457 0.125
H -1.272 -0.369 -1.154
H -1.514 0.034 0.592
H -0.551 1.900 -1.649
*
```